3 unconnected molecules or ions with the total composition C5H8O2. Source: the OMol25 dataset; level of theory: ωB97M-V with the def2-TZVPD basis set.

Its spin multiplicity is 1. The HOMO energy (spin up / spin down) comes out at -8.00 / -8.00 eV. The SMILES is C1=CC1.C=O.C=O. The frontier orbital gap (spin up / spin down) is 7.490 / 7.492 eV. The value obtained for the total energy is -9402.812 eV. Its energy above the lowest of the compared OMol25 structures with the same formula, charge and spin is 677.4 kJ/mol.

Structure (XYZ):
```
15
Properties=species:S:1:pos:R:3:forces:R:3:mulliken_charge:R:1
C 1.537 0.323 -0.026 0.05 0.10 -0.16 -0.0441
H -1.466 -0.252 2.098 0.09 0.02 -0.14 0.3523
H 0.809 1.122 -2.026 -0.01 -0.11 0.13 0.3530
H -2.587 0.392 0.171 0.16 -0.01 0.00 0.3909
H -1.717 -1.258 0.063 0.03 0.14 -0.05 0.3368
C 0.877 0.441 -1.195 0.17 0.07 0.05 -0.0861
C -0.814 0.463 1.582 0.13 0.05 0.23 -0.3646
O -1.087 0.235 -1.175 -0.12 -0.08 0.25 -0.4411
H 2.288 0.841 0.545 -0.15 -0.05 -0.08 0.3463
H -1.175 1.501 1.502 0.07 -0.13 -0.01 0.3284
H 0.790 -1.701 -0.601 0.07 0.15 0.00 0.1421
C -1.714 -0.181 -0.167 -0.10 -0.06 -0.22 -0.4678
H 2.352 -1.229 -1.427 -0.14 0.06 0.09 0.2416
O 0.425 0.246 1.602 -0.29 0.06 -0.04 -0.4279
C 1.463 -0.886 -0.890 0.02 -0.20 -0.04 -0.6599
```
Positions in Å, forces in eV/Å.


2 unconnected molecules or ions with the total composition C4H6N2O. Source: the OMol25 dataset; level of theory: ωB97M-V with the def2-TZVPD basis set.

Its spin multiplicity is 1. The HOMO energy comes out at -11.06 eV. The SMILES is N#CCCOC#N.[H][H]. The frontier orbital gap is 11.428 eV. The value obtained for the total energy is -9270.156 eV. Its energy above the lowest of the compared OMol25 structures with the same formula, charge and spin is 322.8 kJ/mol.

Structure (XYZ):
```
13
Properties=species:S:1:pos:R:3:forces:R:3:mulliken_charge:R:1
O -0.580 0.916 0.810 0.18 0.25 -0.05 -0.3480
H 1.899 0.844 0.916 0.41 -0.03 0.03 -0.0837
C -1.189 -0.075 -0.056 -0.15 -0.17 -0.18 -0.4088
N 1.798 -1.416 -1.348 -0.97 0.02 0.63 -0.3634
H -2.207 -0.205 0.313 0.12 0.00 -0.04 0.3022
C -0.424 -1.389 0.044 -0.05 -0.03 0.04 -0.3552
H -0.208 -1.606 1.096 -0.03 0.02 -0.14 0.2588
H 1.992 1.443 0.480 0.37 -0.37 0.26 0.0784
H -1.062 -2.196 -0.332 0.09 0.11 0.03 0.3306
C -0.059 1.930 0.204 -0.08 0.94 -0.60 0.5196
H -1.211 0.309 -1.078 -0.03 -0.08 0.13 0.3863
N 0.423 2.842 -0.328 -0.71 -0.66 0.43 -0.4494
C 0.827 -1.398 -0.721 0.85 -0.01 -0.55 0.1326
```
Positions in Å, forces in eV/Å.


A molecular structure, C35H35CoN4O3PS2. Source: the OMol25 dataset; level of theory: ωB97M-V with the def2-TZVPD basis set.

Its spin multiplicity is 2. The HOMO energy (spin up / spin down) comes out at -7.64 / -7.65 eV. The expectation value of S² is 0.803. The frontier orbital gap (spin up / spin down) is 7.020 / 7.019 eV. The value obtained for the total energy is -117555.189 eV. Its energy above the lowest of the compared OMol25 structures with the same formula, charge and spin is 7.8 kJ/mol.

Structure (XYZ):
```
81
Properties=species:S:1:pos:R:3:forces:R:3:mulliken_charge:R:1
H -2.675 -8.307 0.473 0.00 0.01 0.00 0.3824
H 2.996 6.472 1.355 -0.01 -0.01 0.00 0.4021
C 3.480 -6.211 1.373 -0.02 0.01 -0.03 -0.4592
H 0.877 -4.813 3.048 0.00 -0.02 0.00 0.3945
H -1.337 -6.505 1.496 -0.01 0.00 -0.01 0.3642
C 4.723 1.695 -0.145 0.21 0.25 0.07 -0.8778
H 1.386 4.679 0.887 0.01 0.02 0.01 0.3730
C 1.922 -1.689 2.459 0.00 0.02 0.17 -0.3395
C -1.925 1.024 3.758 0.00 -0.01 -0.01 -0.9147
H 2.104 -2.724 2.756 0.03 0.12 0.01 0.0087
C -2.974 -7.250 -1.375 0.02 0.03 0.02 -0.4040
H -3.568 -8.038 -1.822 0.01 0.01 0.00 0.3641
H -2.613 -2.144 -0.299 0.06 -0.08 -0.03 -0.4026
H -1.714 2.095 3.842 0.01 0.01 0.01 0.2847
C -3.257 3.732 0.597 0.04 -0.05 -0.01 -0.8869
C 2.447 4.496 0.791 -0.03 -0.09 -0.01 -0.2515
H 0.262 1.150 5.701 0.00 0.03 0.01 0.2667
C -1.592 2.059 0.162 0.50 -0.28 -0.18 0.6295
C 3.078 -5.917 0.074 0.00 0.00 0.04 -0.6314
H 5.792 1.544 -0.249 -0.02 0.03 0.02 0.3504
H -0.183 -1.868 5.702 0.01 -0.01 0.03 0.2779
C -3.922 1.452 0.196 0.03 0.00 0.03 -0.5609
P -0.462 -3.941 0.621 -0.02 0.06 0.07 0.7824
C 0.461 -0.992 5.809 -0.03 -0.07 0.02 -0.7174
N -0.248 1.576 0.006 -0.51 0.05 0.38 0.3342
C 1.601 -1.090 4.822 -0.03 0.02 -0.06 -0.6702
H -4.700 0.710 0.112 -0.02 0.00 -0.01 0.4478
C 2.454 0.844 -0.259 0.08 0.06 -0.08 0.9561
C 2.695 -5.816 2.445 -0.07 0.02 -0.01 -0.4253
C 5.172 4.030 0.545 0.03 -0.04 -0.02 -0.8914
C 1.959 2.121 0.116 0.03 0.21 0.16 -0.3293
H 2.882 -1.172 2.362 -0.01 0.01 -0.03 0.3193
O -0.482 -0.343 1.960 0.17 0.17 -0.27 0.7589
N -0.763 0.229 4.108 -0.07 -0.02 0.11 0.2868
C -1.715 -6.394 0.486 -0.01 -0.01 -0.02 -0.6124
H -3.929 -1.087 -0.866 -0.02 0.00 -0.01 0.4010
N 0.641 2.439 0.204 0.51 0.12 -0.20 -0.1003
C 1.898 -5.228 -0.149 -0.02 0.02 0.04 -0.6526
C 4.731 5.268 0.935 -0.08 0.00 0.01 -0.5318
H 0.840 -0.960 6.830 0.00 0.01 0.00 0.3848
C -2.472 -7.403 -0.086 0.01 0.03 -0.02 -0.6530
C 1.105 -4.828 0.927 0.11 -0.04 0.00 0.5496
H 3.690 -6.224 -0.765 -0.01 0.00 0.00 0.4001
H 4.404 -6.748 1.546 -0.01 0.01 0.00 0.3828
C 3.883 0.678 -0.400 -0.33 0.00 -0.01 -0.8442
S -0.039 -2.536 -0.803 0.06 -0.05 -0.02 -0.5771
C -0.052 -0.386 3.119 0.32 -0.27 0.20 -0.4165
H -3.513 4.760 0.816 0.00 -0.01 0.00 0.4168
Co -0.078 -0.312 -0.105 -0.69 -0.20 -0.38 -0.1732
C 3.352 5.495 1.054 0.05 0.03 0.00 -0.7767
H 2.328 -0.286 4.992 0.02 0.00 0.00 0.2776
H -3.553 -1.223 0.888 -0.01 0.00 0.05 0.3823
O 1.729 -0.180 -0.500 0.17 -0.04 0.21 -0.7147
C -1.445 -5.224 -0.225 -0.07 -0.06 -0.07 0.6111
C -2.711 -6.090 -2.084 0.03 0.03 0.03 -0.6752
H -1.726 -4.174 -2.068 -0.01 -0.02 0.01 0.3794
C 1.506 -5.127 2.222 0.06 -0.15 -0.04 -0.6904
H -1.133 4.099 0.534 -0.03 -0.01 -0.02 0.3999
N 1.094 -1.038 3.461 -0.15 0.15 -0.11 0.6660
C -0.336 0.253 5.496 -0.05 0.07 -0.10 -0.6653
H 2.131 -2.036 4.939 0.00 -0.02 -0.01 0.3900
C -1.927 3.372 0.437 0.01 0.23 0.07 -0.2412
S -1.325 -3.431 2.309 -0.07 -0.03 -0.02 -0.4303
H -3.098 -5.969 -3.089 0.01 0.01 0.01 0.3898
H 4.238 -0.297 -0.704 -0.05 -0.01 -0.01 0.5123
C -1.944 -5.078 -1.513 0.00 -0.05 -0.02 -0.2056
H 1.593 -4.984 -1.160 0.00 0.00 0.01 0.4078
H 3.003 -6.047 3.457 -0.01 0.01 -0.01 0.4114
H 5.437 6.060 1.149 -0.01 0.00 -0.01 0.3901
C -4.250 2.771 0.478 0.02 0.02 -0.01 -0.7199
H 6.233 3.830 0.444 -0.02 0.00 0.00 0.3814
C 4.261 2.994 0.269 0.19 -0.17 -0.04 0.7590
H -5.291 3.042 0.598 0.01 0.00 0.01 0.4150
H 1.428 -1.704 1.498 -0.05 0.05 -0.08 -0.2701
H -2.749 0.778 4.430 -0.01 0.00 0.01 0.4068
C -3.147 -1.223 -0.121 0.04 0.08 -0.01 -0.3345
O -2.173 -0.172 -0.254 0.18 0.02 0.08 -0.3875
H -1.230 0.311 6.119 -0.02 -0.01 0.01 0.3794
C 2.882 3.216 0.396 -0.19 -0.10 -0.04 0.8031
H -2.223 0.808 2.736 0.03 0.01 0.12 0.1192
C -2.589 1.102 0.036 -0.35 -0.18 -0.02 0.4343
```
Positions in Å, forces in eV/Å.


A single C28H42B2BrFNO4PS2 molecule. Source: the OMol25 dataset; level of theory: ωB97M-V with the def2-TZVPD basis set.

Its spin multiplicity is 1. The HOMO energy comes out at -7.76 eV. The SMILES is CCCCCCCCCCCCc1c(B(O)O)cc(F)c2c1Sc1c(P(C)C)cc(B(O)OCC)c(Br)c1N2S. The frontier orbital gap is 7.782 eV. The value obtained for the total energy is -144474.244 eV.

Structure (XYZ):
```
82
Properties=species:S:1:pos:R:3:forces:R:3:mulliken_charge:R:1
O 4.668 1.730 -6.084 0.00 -0.25 0.34 -0.5891
N 1.959 2.173 -0.741 -0.58 1.06 0.10 0.3153
H -3.307 1.153 4.049 0.02 -0.17 0.38 0.2953
O -2.386 0.933 3.882 -0.24 0.26 -0.59 -0.6219
O -2.781 -1.089 2.642 -0.33 0.45 -0.49 -0.2843
C 0.869 1.636 0.005 0.09 -0.32 -0.07 -0.7646
H -2.618 1.019 -4.048 -0.04 -0.08 0.03 0.2125
H 0.387 -1.741 8.600 -0.02 0.02 0.01 0.4012
C -2.815 -2.993 -0.210 -0.09 -0.03 0.25 -1.1680
H -1.438 -1.365 -0.115 0.09 0.19 -0.19 0.2627
C 6.418 3.956 -5.390 0.19 0.34 0.08 -0.1681
H 6.678 5.499 -3.933 0.01 0.05 -0.01 0.2875
C 1.858 2.227 -2.163 0.04 -0.30 0.00 -0.5420
C 3.034 2.357 -2.902 0.23 -0.09 0.04 -0.1935
H -0.557 -5.661 2.180 -0.04 0.02 -0.11 0.4348
H -3.179 -4.077 2.267 0.08 0.17 0.03 0.2939
H -1.112 -3.000 1.107 0.00 0.04 -0.04 0.2208
H -2.238 -1.567 -1.705 0.44 0.22 0.01 0.4718
P -0.854 2.218 -5.348 0.37 -0.02 -1.10 0.0802
H -3.017 1.462 -1.036 0.15 0.10 -0.02 0.4813
C -2.378 -1.569 -0.623 -0.53 -0.65 -0.02 -0.4716
C -2.377 -4.603 1.740 0.04 -0.56 -0.18 -0.5334
C 7.241 4.652 -4.323 -0.30 0.03 0.04 -1.1389
C -1.030 -2.437 7.107 -0.09 0.51 0.07 -0.6116
H -3.512 1.450 0.621 -0.08 0.01 -0.04 0.3514
H 7.437 3.974 -3.494 0.11 0.03 0.03 0.2514
H -2.144 -1.974 5.331 0.11 0.16 -0.19 -0.0215
C 0.183 0.746 2.146 -0.24 0.01 0.03 -1.1780
H -1.242 -0.006 -4.534 -0.07 -0.06 0.10 0.2777
H -4.152 -0.485 -1.102 -0.09 0.01 0.04 0.6286
C -1.136 0.641 1.700 0.31 -0.25 0.28 1.1150
H -1.795 -5.865 3.391 -0.03 -0.07 -0.05 0.4278
H -2.375 -4.181 4.930 0.01 -0.22 0.18 0.2872
H -1.764 -1.744 7.525 -0.04 -0.03 0.03 0.3451
B 4.370 2.670 -5.115 -0.15 0.10 -0.05 0.8476
H 1.809 2.528 -6.017 -0.07 -0.07 -0.04 0.2845
H -2.425 0.468 -5.740 -0.12 0.01 0.02 0.5068
H 0.450 0.461 3.155 0.10 0.05 0.01 0.5754
H -3.736 -2.929 0.377 -0.02 0.07 -0.01 0.4689
H 1.126 -2.683 7.325 0.00 0.02 -0.13 0.2852
H 3.169 3.470 0.777 0.15 -0.03 0.00 0.1623
C -1.220 -2.496 5.581 -0.09 -0.44 0.26 0.0031
C -1.827 3.730 -4.989 -0.18 -0.25 0.22 -0.9412
H -1.151 -4.358 -0.002 0.13 0.00 0.06 0.4295
H -0.829 -4.611 5.697 -0.09 -0.22 -0.07 0.3449
C -3.428 -0.515 -0.284 -0.13 0.25 -0.27 -0.6813
C 0.349 -1.942 7.528 0.15 -0.25 0.17 -1.2491
H 5.504 1.268 -5.985 0.11 0.14 -0.25 0.3021
C 1.146 1.229 1.301 0.19 -0.14 0.02 0.4495
H -1.235 -3.401 7.576 -0.02 -0.09 -0.09 0.3727
C -1.908 0.800 -4.842 0.17 0.13 0.10 -1.0066
H -4.004 -0.799 0.596 0.22 -0.10 0.04 0.3485
H -0.761 -3.056 3.131 -0.08 -0.05 -0.17 -0.4461
C 3.050 2.483 -4.274 -0.14 0.25 -0.39 0.2316
H -2.454 3.905 -5.862 -0.02 0.07 -0.01 0.4145
C 0.658 2.176 -2.863 0.01 -0.03 -0.02 1.1098
H -2.471 3.667 -4.112 0.10 0.08 0.11 0.2612
C -1.337 -5.127 2.728 0.18 0.15 0.16 -1.2138
H 0.618 -1.023 7.007 -0.03 0.04 -0.03 0.3227
C 0.625 2.277 -4.266 -0.42 -0.10 0.52 0.3657
C -1.459 1.017 0.397 0.11 0.11 -0.05 -0.9998
C -0.445 1.515 -0.433 0.02 -0.04 -0.12 1.7358
C 1.821 2.440 -4.938 0.25 0.00 0.03 -1.3054
C -0.698 -4.038 3.603 0.13 -0.09 0.28 0.3226
H -2.845 -5.475 1.269 -0.16 0.06 0.02 0.3843
B -2.179 0.137 2.762 0.09 -0.02 0.32 0.6102
C -2.881 0.923 -0.102 -0.21 -0.12 0.23 -2.1269
O 5.083 3.805 -4.915 0.21 -0.28 0.16 -0.4171
S -0.896 1.995 -2.066 0.04 0.20 0.09 -0.2579
H 6.867 2.988 -5.619 -0.06 -0.04 -0.16 0.1895
H -3.631 -1.122 3.095 0.19 -0.32 0.36 0.1692
H -1.131 4.561 -4.895 -0.03 0.09 0.04 0.2867
H -3.070 -3.590 -1.087 -0.01 -0.01 -0.03 0.4492
C -1.315 -3.923 5.003 -0.04 0.56 -0.22 -0.6965
S 2.283 3.817 -0.162 -0.10 -0.17 -0.01 -0.1580
C -1.774 -3.733 0.643 -0.07 0.14 0.01 -0.5015
H -0.397 -1.960 5.102 0.00 0.05 -0.04 0.1833
H 8.174 5.028 -4.740 0.11 -0.11 0.03 0.3878
F 2.412 1.336 1.746 0.02 -0.01 0.01 -0.3896
H 0.368 -4.244 3.724 0.04 0.08 -0.05 0.3167
H 6.402 4.561 -6.298 -0.08 -0.10 -0.09 0.3234
Br 4.695 2.299 -1.992 0.11 -0.11 0.04 -0.2094
```
Positions in Å, forces in eV/Å.


2 unconnected molecules or ions with the total composition C4H8O2S. Source: the OMol25 dataset; level of theory: ωB97M-V with the def2-TZVPD basis set.

Its spin multiplicity is 1. The HOMO energy (spin up / spin down) comes out at -9.10 / -9.10 eV. The frontier orbital gap (spin up / spin down) is 8.083 / 8.080 eV. The value obtained for the total energy is -19203.245 eV. Its energy above the lowest of the compared OMol25 structures with the same formula, charge and spin is 497.2 kJ/mol.

Structure (XYZ):
```
15
Properties=species:S:1:pos:R:3:forces:R:3:mulliken_charge:R:1
H -2.166 1.904 -0.624 -0.10 0.05 -0.03 0.3286
H 1.268 -2.329 -0.415 -0.08 -0.17 0.01 0.3945
H -1.823 -0.075 1.007 -0.10 -0.14 0.11 0.3669
C -1.252 1.305 -0.607 -0.06 0.10 -0.12 -0.8147
C 0.401 -1.925 0.112 0.23 -0.63 0.05 -1.0064
H -0.420 1.972 -0.824 -0.04 0.02 -0.02 0.2987
H 0.169 -2.587 0.948 -0.02 -0.06 0.01 0.2969
H -0.806 1.339 1.537 -0.07 0.10 0.19 0.3112
O 3.031 -0.374 -0.585 -0.25 0.20 -0.65 -0.5259
C -1.111 0.687 0.736 3.19 -1.88 -0.06 -0.5263
S 1.832 0.338 -0.202 0.37 -1.12 2.38 0.7819
H -1.339 0.556 -1.392 -0.01 -0.03 -0.06 0.2636
C 0.718 -0.590 0.651 -2.79 3.20 -1.34 0.0809
H -0.461 -1.931 -0.559 -0.01 0.05 0.01 0.2550
O 1.958 1.709 0.217 -0.26 0.31 -0.48 -0.5049
```
Positions in Å, forces in eV/Å.


A molecular structure, C17H22AsN2O8ReS. Source: the OMol25 dataset; level of theory: ωB97M-V with the def2-TZVPD basis set.

Its spin multiplicity is 4. As for the total charge: +1. The HOMO energy (spin up / spin down) comes out at -11.67 / -11.88 eV. The expectation value of S² is 3.763. The frontier orbital gap (spin up / spin down) is 8.336 / 7.802 eV. The value obtained for the total energy is -111145.145 eV. Its energy above the lowest of the compared OMol25 structures with the same formula, charge and spin is 71.1 kJ/mol.

Structure (XYZ):
```
52
Properties=species:S:1:pos:R:3:forces:R:3:mulliken_charge:R:1
C -3.935 1.498 -0.245 0.29 -0.13 0.04 -1.5146
C 2.193 2.126 -3.083 -0.51 -0.65 0.47 0.4108
H 5.744 2.483 -4.508 0.01 0.01 0.03 0.3969
H 0.823 -2.218 1.474 0.06 -0.08 0.11 0.2178
H 5.257 0.717 -2.835 0.00 0.03 -0.02 0.4747
O 0.228 0.202 -1.996 -0.11 -0.37 0.50 -0.8002
O -0.133 0.159 2.079 0.17 -0.08 -0.65 -0.7004
H -3.282 -4.761 -0.932 -0.01 -0.01 0.02 0.4429
H -4.166 0.571 -0.772 -0.07 0.03 -0.02 0.3449
C -0.601 -0.557 2.987 -0.10 -0.09 0.31 0.7044
O -0.370 1.562 -4.201 0.05 -0.25 0.24 -0.5705
H -0.579 1.005 4.418 0.02 -0.01 -0.01 0.3471
N -0.666 -1.883 2.894 0.01 0.00 -0.09 0.0386
H -1.802 -4.661 1.065 0.06 0.01 0.00 0.4635
H -3.333 -2.782 -2.468 0.01 0.03 -0.01 0.4613
H -0.263 0.641 -4.475 0.06 0.12 -0.04 0.3069
H -1.923 -0.824 -1.931 0.05 0.03 0.02 0.5920
H -2.841 0.492 1.314 0.04 0.03 -0.10 0.0092
S 2.681 0.632 -0.188 2.19 0.09 -0.11 0.3848
O 1.998 -0.656 0.239 0.18 -0.32 -0.10 -0.4731
C -0.127 -2.657 1.782 -0.06 0.19 -0.20 -1.5299
C -2.704 -2.796 -1.590 -0.05 -0.19 0.09 -0.9241
O 1.527 1.621 -0.165 -0.41 -0.16 0.25 -0.5825
C -1.914 -1.703 -1.305 -0.05 0.17 -0.04 -0.1860
C 2.466 3.132 -3.999 0.06 -0.04 0.03 -0.8823
C -1.118 0.078 4.239 0.02 0.08 -0.04 -1.4216
N -1.094 -1.656 -0.236 -0.22 -0.50 -0.10 -0.1136
C -2.353 2.592 1.387 0.11 -0.31 -0.29 -1.4598
O -0.460 3.041 -1.921 -0.03 0.26 0.39 -0.6492
C 4.748 2.392 -4.095 0.03 0.07 -0.07 -0.5119
C -1.844 -3.832 0.371 -0.05 -0.09 0.03 -0.9241
C -1.059 -2.718 0.594 0.08 -0.05 0.09 1.2639
H 1.667 3.789 -4.319 0.02 0.02 -0.04 0.4607
H -3.757 2.284 -0.979 -0.06 0.01 -0.01 0.3427
O 2.932 0.236 -1.764 -0.19 0.00 0.61 -0.2366
H -1.422 2.456 1.938 -0.01 0.07 0.08 0.3120
C -2.679 1.322 0.598 -0.31 0.25 0.58 0.8321
H -3.161 2.822 2.080 0.01 0.06 0.01 0.4322
C 3.749 3.266 -4.503 -0.02 0.03 0.00 -0.6206
H 3.967 4.039 -5.227 0.00 0.00 0.01 0.4130
H -4.780 1.767 0.387 -0.03 0.01 -0.03 0.4071
H -1.025 -0.578 5.102 -0.03 -0.01 -0.01 0.5074
C 4.486 1.401 -3.165 -0.09 -0.26 0.28 -0.4480
H 0.059 -3.664 2.143 0.06 -0.01 0.00 0.6159
H -2.170 0.331 4.093 0.00 -0.01 -0.02 0.2783
C 3.201 1.267 -2.657 0.27 0.75 -0.56 0.3845
H -1.095 -2.387 3.652 0.02 0.04 0.06 0.2698
As 0.333 1.829 -2.604 0.13 0.72 -1.91 1.1959
Re 0.078 0.092 -0.060 -2.54 0.75 0.32 2.2637
H -2.216 3.414 0.684 -0.01 0.05 0.05 0.3437
C -2.675 -3.888 -0.738 0.07 0.20 -0.05 -0.3453
O -1.615 0.992 -0.261 0.90 -0.50 -0.10 -0.0247
```
Positions in Å, forces in eV/Å.


> Which formula does entry 1 have?

C5H8O2